Model i:
Density functional theory data (ωB97M-V with the def2-TZVPD basis set) for a structure of composition C20H42O.

```
63
C20H42O (ωB97M-V with the def2-TZVPD basis set)
C -6.543 -2.685 -0.412
C -6.744 -1.652 0.570
C -6.945 -0.146 -0.021
C -5.832 0.324 -0.734
C -4.650 0.366 0.051
C -3.609 1.214 -0.451
C -2.406 1.329 0.543
C -1.234 2.262 -0.450
C -0.001 2.373 0.426
C 1.177 3.116 -0.192
H 1.261 2.936 -1.154
C 2.354 3.322 0.506
C 3.543 2.077 -0.041
C 3.140 0.876 0.168
H 2.827 0.515 1.028
H 2.182 0.579 -0.384
C 4.293 -0.285 -0.269
C 3.829 -1.652 -0.190
C 5.115 -2.394 -0.787
C 4.613 -3.937 -0.692
C 4.258 -4.636 0.451
C 2.687 -4.648 0.954
H 2.331 -5.250 0.093
H 2.558 -5.149 1.943
H 2.325 -3.597 0.540
H 4.813 -5.614 0.565
H 4.781 -4.242 1.343
H 5.530 -4.346 -1.284
H 3.718 -4.141 -1.379
H 5.379 -2.211 -1.639
H 5.865 -2.271 -0.088
H 2.969 -1.790 -1.042
H 3.610 -1.811 0.772
H 4.524 0.013 -1.364
H 5.095 -0.025 0.322
H 3.799 2.734 -0.922
H 4.459 2.402 0.486
C 3.026 4.675 0.859
O 3.382 5.141 -0.673
H 2.525 5.130 -1.180
H 2.371 5.267 1.195
H 3.801 4.775 1.430
H 2.155 2.936 1.685
H 0.698 4.033 -0.302
H 0.318 1.407 0.668
H -0.035 2.760 1.462
H -0.888 1.641 -1.231
H -1.446 3.097 -0.524
H -1.912 0.559 0.544
H -2.721 2.035 1.352
H -3.254 0.818 -1.465
H -3.891 2.334 -0.845
H -4.110 -0.369 0.423
H -4.910 1.010 1.197
H -5.494 -0.342 -1.437
H -6.132 1.428 -0.901
H -7.412 0.368 0.756
H -8.018 -0.259 -0.646
H -7.783 -1.836 1.118
H -5.946 -1.642 1.601
H -6.505 -3.752 -0.145
H -5.580 -2.506 -0.871
H -7.310 -2.664 -1.335
```

The LUMO energy comes out at 0.78 eV. As for the HOMO-LUMO gap: 9.21 eV.

Model ii:
Density functional theory data (ωB97M-V with the def2-TZVPD basis set) for an isolated molecule of C20H42O.

```
63
C20H42O (ωB97M-V with the def2-TZVPD basis set)
C -9.002 -0.478 -1.077
C -8.076 -1.224 -0.124
C -6.619 -0.799 -0.297
C -5.694 -1.538 0.668
C -4.213 -1.224 0.453
C -3.843 0.220 0.786
C -2.335 0.451 0.712
C -1.971 1.903 1.014
C -0.465 2.145 1.120
C 0.275 1.923 -0.198
C 1.748 2.344 -0.130
C 1.877 3.865 -0.312
O 3.101 4.382 0.151
C 2.585 1.610 -1.188
C 2.927 0.174 -0.793
C 3.761 -0.519 -1.868
C 4.003 -2.004 -1.588
C 4.768 -2.299 -0.297
C 6.170 -1.694 -0.277
C 7.023 -2.200 0.888
C 6.505 -1.747 2.248
H -10.033 -0.796 -0.938
H -8.720 -0.670 -2.110
H -8.947 0.594 -0.901
H -8.386 -1.034 0.906
H -8.163 -2.299 -0.301
H -6.543 0.276 -0.131
H -6.305 -1.002 -1.324
H -5.969 -1.286 1.695
H -5.844 -2.613 0.542
H -3.947 -1.435 -0.586
H -3.622 -1.891 1.086
H -4.339 0.898 0.091
H -4.196 0.458 1.793
H -1.985 0.181 -0.285
H -1.835 -0.203 1.431
H -2.386 2.550 0.237
H -2.435 2.189 1.962
H -0.047 1.481 1.880
H -0.303 3.171 1.457
H 0.219 0.866 -0.458
H -0.218 2.486 -0.994
H 2.143 2.098 0.863
H 1.727 4.119 -1.372
H 1.115 4.382 0.274
H 3.820 3.911 -0.286
H 2.041 1.612 -2.136
H 3.525 2.146 -1.353
H 3.478 0.191 0.149
H 2.010 -0.396 -0.632
H 3.239 -0.435 -2.825
H 4.718 -0.005 -1.975
H 4.557 -2.427 -2.430
H 3.036 -2.512 -1.542
H 4.194 -1.936 0.555
H 4.853 -3.384 -0.195
H 6.104 -0.607 -0.216
H 6.674 -1.946 -1.214
H 7.062 -3.291 0.860
H 8.043 -1.830 0.759
H 5.528 -2.175 2.456
H 7.186 -2.062 3.036
H 6.422 -0.663 2.283
```

The LUMO energy comes out at 0.89 eV. The SMILES is CCCCCCCCCC[C@H](CO)CCCCCCCC. As for the HOMO-LUMO gap: 10.94 eV.

Relative energy of each structure, in eV: model i 18.368; model ii 0.000.

Model i:
Density functional theory data (ωB97M-V with the def2-TZVPD basis set) for an isolated molecule of C3H6OS2.

```
12
C3H6OS2 (ωB97M-V with the def2-TZVPD basis set)
C -2.360 0.470 -0.087
S -1.161 -0.926 -0.156
C 0.394 -0.031 -0.009
O 0.431 1.183 -0.112
C 1.520 -0.936 0.047
S 3.147 -0.073 -0.167
H -2.134 1.245 -0.847
H -2.100 0.962 0.866
H -3.403 0.103 -0.062
H 1.461 -1.583 -0.780
H 1.535 -1.522 0.972
H 2.670 1.107 0.336
```

The LUMO energy comes out at 0.67 eV. The SMILES is CSC(=O)CS. As for the HOMO-LUMO gap: 9.91 eV.

Model ii:
Density functional theory data (ωB97M-V with the def2-TZVPD basis set) for an isolated molecule of C3H6OS2.

```
12
C3H6OS2 (ωB97M-V with the def2-TZVPD basis set)
C 2.365 -0.235 -0.027
O 1.492 0.911 -0.081
C 0.082 0.788 -0.022
S -0.702 2.229 -0.065
S -0.564 -0.748 -0.116
C -2.300 -0.461 -0.008
H 2.282 -0.873 -0.865
H 3.385 0.201 0.125
H 2.057 -0.722 0.902
H -2.597 0.075 0.938
H -2.884 -1.417 0.036
H -2.616 0.253 -0.817
```

The LUMO energy comes out at 0.42 eV. The SMILES is COC(=S)SC. As for the HOMO-LUMO gap: 9.07 eV.

Relative energy of each structure, in eV: model i 0.000; model ii 0.838.

Model i:
Density functional theory data (ωB97M-V with the def2-TZVPD basis set) for a structure of composition C3H6OS2.

```
12
C3H6OS2 (ωB97M-V with the def2-TZVPD basis set)
C -0.034 1.282 2.033
C 0.113 -0.221 -0.107
C -0.094 -1.318 -2.521
H 0.844 1.559 1.592
H -0.015 0.214 2.550
H -0.469 1.841 2.777
H 0.088 -1.040 0.910
H 1.214 0.099 -0.274
H 1.271 -0.990 -2.691
O -0.590 -0.680 -1.321
S -1.067 0.953 0.598
S -1.262 -1.699 -3.547
```

The LUMO energy comes out at -0.25 eV. As for the HOMO-LUMO gap: 8.54 eV.

Model ii:
Density functional theory data (ωB97M-V with the def2-TZVPD basis set) for a structure of composition C3H6OS2.

```
12
C3H6OS2 (ωB97M-V with the def2-TZVPD basis set)
C 0.286 -0.034 -0.922
C 0.647 -0.596 0.276
C -0.415 0.446 0.321
H -1.462 -0.694 -1.868
H 1.234 0.503 -1.128
H 0.457 -1.743 0.549
H 2.461 -0.159 1.869
H -0.210 1.320 0.972
H -2.775 1.493 0.883
O -0.483 -0.433 -1.981
S 2.411 0.077 0.366
S -2.151 -0.179 0.663
```

The LUMO energy comes out at -0.51 eV. As for the HOMO-LUMO gap: 8.63 eV.

Relative energy of each structure, in eV: model i 0.000; model ii 0.765.

Model i:
Density functional theory data (ωB97M-V with the def2-TZVPD basis set) for a cluster of 2 separate species, C3H6OS2 in total.

```
12
C3H6OS2 (ωB97M-V with the def2-TZVPD basis set)
C 0.762 0.496 0.351
C 1.764 -0.526 -0.080
O 2.946 -0.361 -0.324
C -0.554 0.452 -0.542
S -1.339 1.797 0.415
S -2.305 -1.795 0.245
H 0.354 0.225 1.380
H 1.194 1.546 0.322
H 1.316 -1.513 -0.135
H -0.506 0.894 -1.533
H -0.852 -0.638 -0.551
H -2.779 -0.576 0.453
```

The LUMO energy comes out at -4.20 eV. As for the HOMO-LUMO gap: 4.67 eV.

Model ii:
Density functional theory data (ωB97M-V with the def2-TZVPD basis set) for an isolated molecule of C3H6OS2.

```
12
C3H6OS2 (ωB97M-V with the def2-TZVPD basis set)
C -1.100 1.200 0.209
O 0.129 1.626 -0.277
C 1.277 1.066 0.247
S 1.486 -0.717 -0.253
C -0.038 -1.328 0.514
S -1.611 -0.570 -0.230
H -1.093 1.300 1.302
H -1.839 1.843 -0.245
H 2.195 1.511 -0.128
H 1.134 1.000 1.314
H -0.117 -2.401 0.289
H -0.142 -1.294 1.586
```

The LUMO energy comes out at 0.81 eV. The SMILES is C1OCSCS1. As for the HOMO-LUMO gap: 9.64 eV.

Model iii:
Density functional theory data (ωB97M-V with the def2-TZVPD basis set) for an isolated molecule of C3H6OS2.

```
12
C3H6OS2 (ωB97M-V with the def2-TZVPD basis set)
C -1.055 1.215 0.661
O -1.585 0.364 -0.405
C -0.665 -0.109 -1.440
S 0.813 -1.001 -1.154
C 0.727 -0.909 0.669
S 0.530 0.716 1.442
H -1.862 1.319 1.392
H -0.882 2.056 0.011
H -0.380 0.825 -2.112
H -1.238 -0.858 -1.953
H -0.160 -1.728 0.809
H 1.663 -1.146 1.144
```

The LUMO energy comes out at 0.62 eV. The SMILES is C1OCSCS1. As for the HOMO-LUMO gap: 9.25 eV.

Relative energy of each structure, in eV: model i 4.574; model ii 0.000; model iii 1.274.

Model i:
Density functional theory data (ωB97M-V with the def2-TZVPD basis set) for an isolated molecule of C4H4O2S.

```
11
C4H4O2S (ωB97M-V with the def2-TZVPD basis set)
O -1.166 -1.614 -0.274
C -0.181 -1.586 0.466
C 0.705 -0.462 0.665
C 0.703 0.770 0.087
C -0.348 1.367 -0.741
O -1.442 0.700 -0.971
S -0.100 2.938 -1.307
H 0.042 -2.479 1.137
H 1.510 -0.655 1.326
H 1.610 1.334 0.328
H -1.333 -0.311 -0.717
```

The LUMO energy comes out at -1.91 eV. The SMILES is O=C/C=C\C(O)=S. As for the HOMO-LUMO gap: 6.84 eV.

Model ii:
Density functional theory data (ωB97M-V with the def2-TZVPD basis set) for an isolated molecule of C4H4O2S.

```
11
C4H4O2S (ωB97M-V with the def2-TZVPD basis set)
C 2.107 -1.389 -0.364
C 1.285 -0.698 0.193
C -0.408 1.038 -0.310
C 0.194 0.042 0.628
O -1.845 1.246 -0.315
O -1.688 -1.150 -0.185
S -2.656 -0.097 0.115
H 3.104 -1.786 -0.260
H -0.078 1.982 0.109
H -0.113 0.887 -1.276
H 0.098 -0.076 1.667
```

The LUMO energy (spin up / spin down) comes out at -0.79 / -0.47 eV. As for the HOMO-LUMO gap (spin up / spin down): 7.15 / 8.04 eV.

Relative energy of each structure, in eV: model i 0.000; model ii 3.983.

Model i:
Density functional theory data (ωB97M-V with the def2-TZVPD basis set) for an isolated molecule of C4H4O2S.

```
11
C4H4O2S (ωB97M-V with the def2-TZVPD basis set)
C 0.923 0.794 -0.553
C -0.517 0.698 -0.543
C 1.604 0.005 0.304
C -0.919 -0.310 0.244
O 0.723 -2.457 0.600
O -2.445 -0.491 0.379
S 0.425 -1.136 1.154
H 1.496 1.488 -1.124
H -1.239 1.090 -1.330
H 2.632 -0.153 0.419
H -2.684 0.472 0.451
```

The LUMO energy comes out at -0.52 eV. As for the HOMO-LUMO gap: 8.79 eV.

Model ii:
Density functional theory data (ωB97M-V with the def2-TZVPD basis set) for an isolated molecule of C4H4O2S.

```
11
C4H4O2S (ωB97M-V with the def2-TZVPD basis set)
C 0.120 -0.173 1.607
C -0.135 0.075 0.320
C -1.424 0.499 -0.241
S -2.771 0.428 0.608
C 1.018 -0.184 -0.635
O 2.102 -0.561 -0.299
O 0.669 -0.054 -1.930
H 1.079 -0.574 1.939
H -0.617 -0.060 2.387
H -1.496 0.874 -1.274
H 1.455 -0.270 -2.481
```

The LUMO energy comes out at -1.07 eV. The SMILES is C=C(C=S)C(=O)O. As for the HOMO-LUMO gap: 7.90 eV.

Model iii:
Density functional theory data (ωB97M-V with the def2-TZVPD basis set) for a cluster of 2 separate species, C4H4O2S in total.

```
11
C4H4O2S (ωB97M-V with the def2-TZVPD basis set)
C 3.264 -0.691 -0.313
C 2.412 0.362 0.152
C -0.044 0.353 0.084
C -1.141 -0.712 0.291
H 4.332 -0.419 0.005
H 3.181 -1.866 -0.680
H 2.628 1.534 1.067
H -0.883 -1.766 0.944
O 1.134 -0.238 0.078
O -0.229 1.559 -0.170
S -2.716 -0.246 -0.118
```

The LUMO energy comes out at -1.54 eV. As for the HOMO-LUMO gap: 7.79 eV.

Relative energy of each structure, in eV: model i 2.680; model ii 0.000; model iii 4.890.